[1]
DFT (the ωB97M-V functional and the def2-TZVPD basis) results for the ion CH2O5P with charge -1 in a non-equilibrium geometry.

Summary:
- Max |F|: 3.07 eV/Å
- Highest occupied orbital energy: -5.02 eV
- Relative energy (zero: lowest compared OMol25 entry of this formula, charge and spin): 1.463 eV
- Charge: -1
- E_LUMO: 4.02 eV
- SMILES: O=C([O-])OP(O)O

Structure (XYZ):
```
9
Properties=species:S:1:pos:R:3:forces:R:3:mulliken_charge:R:1
P 0.714034 -0.467859 -0.824623 -0.468 1.628 1.069 0.14
O 1.957059 -1.394127 -0.207650 -1.345 -0.373 -2.095 -0.43
O -0.482247 -0.727949 0.177286 0.315 -1.165 -0.305 -0.19
O 1.182032 1.028217 -0.015726 0.943 -1.077 -0.902 -0.57
O -2.493110 -0.267431 1.098160 -1.869 -0.974 2.232 -0.57
O -1.887528 0.901356 -0.694385 0.001 1.799 -2.096 -0.62
C -1.856593 0.097905 0.182132 1.778 -0.611 -0.101 0.66
H 0.605293 1.762841 -0.246543 -0.299 -0.281 -0.158 0.29
H 2.261058 -0.932955 0.531351 0.946 1.053 2.355 0.29
```
Positions in Å, forces in eV/Å.

[2]
DFT (the ωB97M-V functional and the def2-TZVPD basis) results for an isolated molecule of CH2OS in a non-equilibrium geometry.

Summary:
- Max |F|: 2.94 eV/Å
- Highest occupied orbital energy: -9.61 eV
- Relative energy (zero: lowest compared OMol25 entry of this formula, charge and spin): 1.608 eV
- E_LUMO: -0.46 eV

Structure (XYZ):
```
5
Properties=species:S:1:pos:R:3:forces:R:3:mulliken_charge:R:1
S -0.083383 0.256990 1.180667 0.312 -0.100 -2.917 0.36
O -1.072837 -0.800313 1.270736 -1.101 -1.239 1.955 -0.48
C 0.348258 0.163438 -0.381929 0.976 2.300 -0.819 -0.41
H 0.049018 -0.609716 -1.067622 -0.580 -0.639 0.550 0.27
H 0.758944 0.989602 -1.001852 0.393 -0.321 1.230 0.27
```
Positions in Å, forces in eV/Å.

[3]
DFT (the ωB97M-V functional and the def2-TZVPD basis) results for a cluster of 2 separate species, CH2S2 in total.

Summary:
- Max |F|: 0.34 eV/Å
- Highest occupied orbital energy: -9.61 eV
- Relative energy (zero: lowest compared OMol25 entry of this formula, charge and spin): 1.674 eV
- E_LUMO: -0.41 eV

Structure (XYZ):
```
5
Properties=species:S:1:pos:R:3:forces:R:3:mulliken_charge:R:1
S 2.436438 -0.104330 -0.045478 -0.022 0.093 -0.097 0.00
S -1.578862 -0.713973 0.246264 -0.155 -0.299 -0.074 -0.25
C 1.418186 0.633929 -0.903444 0.253 -0.049 0.076 0.00
H -0.643384 -0.067207 -0.454918 -0.053 0.058 -0.101 0.10
H -1.632379 0.251581 1.157576 -0.024 0.197 0.196 0.15
```
Positions in Å, forces in eV/Å.

[4]
DFT (the ωB97M-V functional and the def2-TZVPD basis) results for an isolated molecule of CH2S3 in a non-equilibrium geometry.

Summary:
- Max |F|: 3.61 eV/Å
- Highest occupied orbital energy: -8.20 eV
- Relative energy (zero: lowest compared OMol25 entry of this formula, charge and spin): 0.955 eV
- E_LUMO: -0.79 eV
- SMILES: C1SSS1

Structure (XYZ):
```
6
Properties=species:S:1:pos:R:3:forces:R:3:mulliken_charge:R:1
S -0.728934 -0.538741 1.216015 0.260 -0.160 -0.535 -0.08
S 1.079923 -1.543467 0.856299 0.496 0.819 -0.783 -0.08
S 1.477803 0.217578 -0.440121 -0.364 -1.149 1.178 -0.10
C -0.328357 0.365931 -0.313824 0.619 1.465 2.589 -0.46
H -0.793262 0.143235 -1.181730 -1.487 -1.882 -2.697 0.44
H -0.707172 1.355464 -0.136638 0.477 0.907 0.249 0.29
```
Positions in Å, forces in eV/Å.

[5]
DFT (the ωB97M-V functional and the def2-TZVPD basis) results for a structure of composition CH30F3O22PSZr2 in a non-equilibrium geometry.

Summary:
- Max |F|: 4.86 eV/Å
- Highest occupied orbital energy: -21.19 eV
- Relative energy (zero: lowest compared OMol25 entry of this formula, charge and spin): 0.000 eV
- Charge: +4
- E_LUMO: -13.85 eV

Structure (XYZ):
```
60
Properties=species:S:1:pos:R:3:forces:R:3:mulliken_charge:R:1
Zr 2.225032 0.893411 -1.662518 0.549 -0.682 0.554 0.39
Zr -2.818641 -0.598888 1.308961 4.844 -0.306 -0.250 0.42
S -1.233148 -3.704424 1.910250 0.657 -1.187 -0.206 1.23
P 0.121465 0.507418 -0.281090 2.900 2.112 -0.109 1.71
F -2.596972 -3.204346 4.061507 -0.235 -0.043 -0.066 -0.22
F -3.533295 -4.583901 2.659655 -0.688 0.042 -0.103 -0.18
F -1.871526 -5.237287 3.866568 0.052 -0.269 0.159 -0.13
O 1.464135 -0.266254 -0.080837 -0.482 -2.675 0.936 -0.53
O 1.618988 0.543369 -3.908661 0.787 0.401 -0.605 -0.40
O 1.474470 0.243974 2.697891 -0.435 0.256 -0.165 -0.70
O 2.750024 2.973057 1.903922 -0.244 -0.222 -0.097 -0.65
O 1.682132 2.808526 -2.611087 0.262 0.712 -0.353 -0.43
O 4.106565 -0.199641 -0.726669 0.122 0.119 -0.285 -0.46
O -0.738762 3.386441 1.335101 -0.536 -0.527 0.299 -0.75
O -2.752269 -1.877711 -0.489062 -0.630 0.299 -0.194 -0.48
O -3.691108 0.569736 -0.475314 -0.830 0.079 0.724 -0.60
O -2.824707 1.685442 2.094475 -0.440 -0.215 -0.531 -0.67
O 2.354196 -1.333040 -2.307590 0.212 -0.209 0.707 -0.44
O 0.126105 0.571497 -1.805860 -1.733 -1.026 -1.944 0.05
O 3.509354 2.369944 -0.560238 -0.803 0.167 0.119 -0.50
O 0.962322 -2.807342 -0.527903 0.506 0.097 -0.107 -0.74
O 0.076023 -3.821269 2.428358 0.522 0.472 0.242 -0.63
O -1.581962 -4.387154 0.723515 -0.542 -0.094 -0.745 -0.62
O -1.251123 -0.063889 3.085788 -0.189 0.067 -0.004 -0.36
O -2.420904 2.078828 -2.441956 -0.004 -0.048 0.584 -0.67
O 0.947675 1.839223 -0.126281 -1.563 1.429 0.818 -0.76
O -1.167603 0.179741 0.416283 0.042 0.200 0.035 2.82
O -1.578324 -2.196045 1.756055 -2.409 2.090 0.187 -0.58
O -1.802276 -1.089283 -2.850013 0.052 -0.326 0.509 -0.76
C -2.405803 -4.245726 3.227683 0.467 0.439 0.357 0.57
H 3.261786 2.828519 2.711355 0.197 0.301 -0.104 0.34
H 1.179883 2.892513 -3.435817 0.062 -0.059 0.002 0.31
H -1.363708 -1.784923 -3.362213 -0.259 -0.105 -0.001 0.39
H -1.386987 -0.093206 4.045135 -0.138 0.002 -0.039 0.33
H 4.477944 -0.044737 0.154273 -0.006 0.139 -0.050 0.27
H -0.265906 -0.005707 2.962440 -0.203 -0.265 0.081 0.21
H -4.643481 0.457397 -0.651814 0.124 -0.008 -0.286 0.35
H 1.585407 0.145171 1.741399 0.550 -0.190 0.262 0.13
H 2.506986 -1.926829 -3.057732 -0.023 0.319 -0.219 0.32
H 2.116395 -1.946730 -1.549338 -0.232 -0.089 -0.419 0.39
H 1.289179 -3.493540 0.075917 -0.222 -0.139 -0.120 0.37
H 2.307012 -0.005356 3.118124 -0.178 -0.168 0.140 0.31
H 3.032621 2.764525 0.243346 0.415 -0.254 0.173 0.39
H 0.765564 0.443310 -4.356000 -0.083 -0.099 0.249 0.24
H -2.582401 2.016233 -3.391401 -0.112 0.026 0.044 0.34
H 2.281775 0.555043 -4.623310 -0.132 -0.004 -0.016 0.30
H -3.441581 1.402040 -0.964521 0.373 -0.392 -0.028 0.21
H -2.289245 -1.590068 -1.353407 -0.557 0.008 -0.125 0.22
H 4.451472 2.503430 -0.369376 0.047 -0.068 -0.346 0.34
H 4.610840 -0.941778 -1.098560 -0.149 -0.003 -0.062 0.29
H -1.482639 1.917176 -2.285862 -0.111 0.055 -0.336 0.21
H 1.120562 -1.966342 -0.072697 -0.090 -0.355 0.379 0.34
H -3.152932 -2.747333 -0.680180 0.313 -0.101 0.380 0.34
H -3.514044 2.230603 2.504953 -0.151 -0.096 -0.036 0.34
H 1.973375 3.709497 -2.382042 0.030 -0.139 0.198 0.30
H -0.390956 4.287018 1.322196 -0.202 -0.002 0.041 0.33
H -1.086509 -0.521951 -2.526643 0.162 0.120 -0.299 0.37
H -2.100340 2.338931 1.856053 -0.057 -0.264 0.142 0.29
H -0.270380 2.867963 0.668775 0.433 0.624 -0.079 0.25
H 1.860245 2.674724 2.136011 -0.014 0.057 0.008 0.27
```
Positions in Å, forces in eV/Å.

[6]
DFT (the ωB97M-V functional and the def2-TZVPD basis) results for a cluster of 16 separate species, CH32NO17 in total in a non-equilibrium geometry.

Summary:
- Max |F|: 8.28 eV/Å
- Highest occupied orbital energy: -2.49 eV
- Relative energy (zero: lowest compared OMol25 entry of this formula, charge and spin): 0.914 eV
- Charge: -1
- E_LUMO: 1.59 eV

Structure (XYZ):
```
51
Properties=species:S:1:pos:R:3:forces:R:3:mulliken_charge:R:1
O 3.375980 -2.294725 -0.490902 0.211 -1.535 2.441 -0.56
O 0.309980 1.679275 -3.012902 -0.696 0.266 -1.231 -0.59
O 1.638980 1.361275 2.076098 0.919 -1.981 -0.832 -0.53
O -1.634020 2.104275 1.019098 1.265 1.454 2.060 -0.65
O 0.530980 -2.850725 0.734098 1.834 0.699 0.303 -0.60
O 3.093980 1.803275 -0.110902 1.454 -0.539 -1.207 -0.69
O -2.227020 0.051275 -3.229902 -0.396 -2.181 0.015 -0.71
O 0.882980 -2.525725 -2.023902 -0.431 -0.243 -0.266 -0.58
O 2.495980 -0.006725 -2.009902 -0.654 1.273 2.341 -0.80
O -2.228020 -1.117725 2.011098 0.249 -0.440 0.046 -0.64
O -2.649020 0.453275 -0.687902 0.486 -2.303 0.543 -0.41
O 0.515980 3.260275 -0.203902 3.537 0.424 -0.558 -0.49
O -0.731020 0.623275 3.658098 0.592 -0.018 1.326 -0.66
O -2.899020 -2.246725 -0.480902 -0.294 -1.069 0.950 -0.79
O 2.658980 -1.667725 2.117098 0.325 0.373 -0.985 -0.63
O -4.235020 2.032275 -0.849902 1.394 -3.780 0.653 -0.87
O -4.949020 -0.017725 -0.136902 4.230 0.027 -1.058 -0.78
N 0.193980 -0.129725 -0.041902 -0.339 2.564 0.799 1.24
C -3.921020 0.711275 -0.580902 -5.946 5.731 0.565 0.39
H -0.332020 -0.139725 0.801098 -1.124 -0.701 1.250 0.07
H -0.279020 2.903275 0.083098 -3.395 -0.940 1.236 0.28
H 2.589980 1.782275 0.691098 -0.860 0.098 1.072 0.43
H -1.933020 0.835275 -3.641902 0.496 1.349 -0.107 0.25
H -0.532020 1.427275 3.205098 0.182 0.751 -0.476 0.25
H 1.187980 -2.539725 1.422098 -0.888 -0.462 -0.849 0.34
H -3.102020 -0.823725 2.309098 0.045 -0.201 -0.701 0.31
H -2.946020 -1.285725 -0.681902 -0.206 0.421 -0.005 0.44
H 0.145980 2.226275 -2.265902 -0.355 0.749 0.955 0.27
H 4.106980 -2.701725 -0.916902 0.866 -0.513 -0.602 0.28
H -1.404020 0.249275 3.109098 -0.744 -0.906 -0.785 0.37
H -3.759020 -2.461725 -0.048902 0.689 0.638 -0.801 0.33
H 0.024980 -2.731725 -2.403902 -0.224 0.344 -0.723 0.29
H 0.338980 3.967275 -0.802902 -0.452 0.687 -0.503 0.29
H 3.111980 -2.131725 2.806098 0.241 -0.393 0.860 0.26
H -2.343020 -1.601725 1.145098 -0.408 0.632 0.500 0.22
H -2.185020 2.565275 1.679098 0.221 -0.296 -0.781 0.25
H -0.263020 -0.616725 -0.763902 -0.336 -1.518 -1.319 0.18
H -2.213020 1.530275 0.518098 -1.100 -0.967 -1.477 0.20
H 3.225980 -1.839725 1.327098 -0.531 0.060 0.110 0.38
H -0.216020 -3.190725 1.189098 -1.150 -0.345 0.690 0.27
H 2.936980 0.493275 -1.239902 -0.283 -0.336 -1.660 0.45
H 3.122980 -1.562725 -0.991902 -1.066 1.917 -1.651 0.37
H -2.371020 0.180275 -2.262902 -0.012 0.707 -0.317 0.37
H 0.738980 -2.940725 -1.170902 0.550 -0.039 0.866 0.32
H 1.144980 -0.281725 0.196098 0.906 -0.812 -0.362 0.04
H 2.245980 0.970275 2.724098 -0.536 0.337 0.006 0.21
H 0.091980 0.851275 -0.272902 0.167 0.505 -0.503 -0.44
H 1.091980 1.207275 -2.789902 1.163 -0.906 0.249 0.29
H 1.355980 2.215275 2.310098 -0.429 1.667 0.834 0.27
H 3.076980 -0.474725 -2.571902 1.143 -0.448 -0.849 0.21
H 3.113980 2.698275 -0.443902 -0.308 0.197 -0.066 0.29
```
Positions in Å, forces in eV/Å.

[7]
DFT (the ωB97M-V functional and the def2-TZVPD basis) results for a cluster of 18 separate species, CH35O20 in total in a non-equilibrium geometry.

Summary:
- Max |F|: 3.17 eV/Å
- Highest occupied orbital energy: -7.35 eV
- Relative energy (zero: lowest compared OMol25 entry of this formula, charge and spin): 0.100 eV
- Charge: -1
- E_LUMO: 2.06 eV

Structure (XYZ):
```
56
Properties=species:S:1:pos:R:3:forces:R:3:mulliken_charge:R:1
O -5.136389 -5.810469 16.267644 0.325 -0.117 2.103 -0.61
O -3.265707 -6.467318 18.086402 -0.212 0.537 0.385 -0.70
O -3.059851 -9.401069 19.045814 0.542 -0.523 0.837 -0.71
O -6.460242 -8.549520 13.101628 -1.315 0.345 -0.454 -0.67
O -2.742262 -9.582165 16.059226 1.359 -0.279 1.925 0.25
O -3.214386 -11.982411 16.813318 0.080 -0.097 1.228 -0.82
O -6.551607 -10.066562 15.903833 0.647 -0.201 0.013 -0.71
O -4.062695 -9.227652 14.404723 -1.425 0.578 -1.041 0.42
O -1.021821 -11.103746 14.760396 1.190 -0.180 -0.953 -0.87
O -3.337639 -3.823432 15.066054 0.405 -0.460 0.363 -0.75
O -0.782786 -10.749953 18.526829 0.493 -1.271 0.566 -0.66
O -0.680250 -8.776984 12.995179 -0.249 0.642 -1.057 -0.76
O -3.375361 -10.205037 12.129531 -0.211 -0.494 -0.200 -0.72
O -1.379127 -5.394069 13.782411 -0.344 0.870 -0.625 -0.66
O 0.322837 -7.262868 15.057358 1.959 1.175 -2.125 -0.65
O -0.995145 -8.115103 17.295275 3.165 0.077 0.153 -0.90
O -2.981536 -7.546542 15.308942 0.543 0.851 0.090 0.70
O -4.506932 -5.805899 13.462694 -0.235 -1.646 -1.227 -0.78
O -2.962689 -7.419916 11.898227 1.024 -0.803 0.347 -0.71
O -4.668582 -11.716516 14.499439 -0.095 -0.458 -0.013 -0.77
C -3.268218 -8.825380 15.267418 -0.749 -0.363 -0.658 0.55
H -3.208685 -11.039191 16.626110 0.859 0.643 0.748 0.02
H -4.302757 -10.800530 14.448267 -0.031 -0.360 -0.293 0.31
H -4.945151 -5.604787 15.384556 0.038 0.267 -2.398 0.19
H -1.625196 -8.667829 16.852220 -1.485 -0.880 -0.519 0.19
H -2.473253 -3.844555 14.602680 -0.539 -0.370 0.604 0.33
H -4.697535 -12.063474 13.604435 0.128 0.143 -0.057 0.28
H -1.138204 -6.032350 14.456653 0.435 -0.465 0.081 0.33
H -0.144037 -7.450489 15.837915 -1.738 -0.720 2.538 0.41
H -2.084093 -7.803232 12.175054 -0.816 0.131 0.418 0.26
H -3.213647 -10.352202 19.075904 -0.463 0.032 -0.143 0.32
H -3.769215 -9.701060 12.866483 0.271 -0.165 -0.270 0.16
H -6.335166 -9.052419 12.303564 0.019 -0.276 -0.493 0.31
H -1.139939 -11.552836 18.965516 0.354 0.813 -0.686 0.28
H 1.053129 -6.692943 15.341200 -0.215 -0.235 -0.195 0.24
H -2.711955 -9.598026 11.803978 0.107 -0.053 -0.258 0.32
H -0.773694 -9.393312 13.712353 -0.338 -1.603 0.529 0.38
H -3.074488 -7.141670 17.442410 0.518 -0.418 -0.200 0.11
H -3.916246 -5.953284 17.588826 -0.194 -0.027 0.255 0.42
H -0.199730 -8.103344 13.467983 0.548 0.808 0.191 0.32
H -4.045390 -6.288688 12.718296 -0.698 0.187 1.131 0.35
H -5.630301 -8.622341 13.540627 1.172 0.060 0.785 0.19
H -3.785482 -12.131055 16.081296 -1.083 -1.532 -1.246 0.46
H -1.717287 -10.589337 15.146369 -0.748 0.372 1.108 0.20
H -1.496095 -10.109069 18.538247 -0.245 0.455 0.047 0.41
H -0.216512 -8.731420 17.230022 -0.836 0.707 0.698 0.42
H -2.692191 -6.797379 11.243490 0.101 0.778 -0.972 0.28
H -3.522948 -7.192902 14.598648 -0.424 1.132 -0.583 -0.38
H -3.816713 -9.015378 18.628940 -0.694 0.422 -0.437 0.31
H -3.331049 -4.560893 15.727424 0.344 1.051 -0.728 0.41
H -6.419341 -10.837236 16.487700 0.143 0.490 -0.654 0.34
H -1.497490 -11.581464 14.083269 -0.067 -0.417 -0.405 0.31
H -5.813645 -10.096363 15.242064 -1.189 -0.178 0.980 0.24
H -3.945792 -5.067159 13.614162 0.805 1.377 0.430 0.29
H -6.070940 -5.907710 16.343538 -0.957 -0.155 -0.026 0.23
H -0.728209 -5.443647 13.073928 0.022 -0.195 0.363 0.27
```
Positions in Å, forces in eV/Å.

[8]
DFT (the ωB97M-V functional and the def2-TZVPD basis) results for an isolated molecule of CH3BBr2 in a non-equilibrium geometry.

Summary:
- Max |F|: 3.83 eV/Å
- Highest occupied orbital energy: -8.29 eV
- Relative energy (zero: lowest compared OMol25 entry of this formula, charge and spin): 4.596 eV
- E_LUMO: -0.48 eV

Structure (XYZ):
```
7
Properties=species:S:1:pos:R:3:forces:R:3:mulliken_charge:R:1
Br 0.556721 1.224192 -0.263240 1.073 0.903 -0.230 0.12
Br 3.249340 -0.678609 0.288304 1.131 0.238 0.352 -0.10
C 1.516540 -0.847046 -0.354623 -0.747 -0.998 -2.918 -0.35
B -1.188570 0.682676 -0.182243 -3.295 -1.808 0.715 0.13
H -1.507389 -0.589803 -0.171651 0.868 2.266 -0.194 0.01
H 1.660722 -0.833475 -1.573747 -0.246 0.193 2.627 0.19
H -2.096827 1.526710 -0.008241 1.216 -0.794 -0.352 0.00
```
Positions in Å, forces in eV/Å.